Entry 1:
15
Properties=species:S:1:pos:R:3 method="wB97M-V/def2-TZVPD" e_tot_ev=-8388.6318 charge=-1 smiles=C[C@H]([O-])CCO
C 2.232 -0.460 0.251
C 0.880 0.164 -0.037
O 0.425 1.093 0.833
C -0.164 -0.960 -0.217
C -1.453 -0.387 -0.744
O -2.005 0.709 0.052
H 2.489 -1.309 -0.399
H 2.291 -1.013 1.228
H 3.088 0.210 0.375
H 0.940 0.544 -1.096
H -0.380 -1.682 0.585
H 0.233 -1.624 -1.011
H -1.360 0.007 -1.764
H -2.243 -1.137 -0.692
H -1.151 0.980 0.529



Entry 2:
15
Properties=species:S:1:pos:R:3 method="wB97M-V/def2-TZVPD" e_tot_ev=-8388.8905 charge=-1
C 1.632 -0.251 -0.350
C 1.979 0.167 1.013
H 0.698 -0.784 -0.374
H 1.563 0.540 -1.035
H 2.317 -0.928 -0.839
H 1.866 1.230 1.192
H 1.218 -0.396 1.675
H 3.159 -0.055 1.220
C -1.953 0.411 0.226
C -2.147 -0.373 -1.090
O -1.629 -1.419 -1.379
O -2.664 0.272 -2.028
H -2.987 0.686 0.602
H -1.239 1.201 0.037
H -1.814 -0.300 1.130



Entry 3:
15
Properties=species:S:1:pos:R:3 method="wB97M-V/def2-TZVPD" e_tot_ev=-8390.3197 charge=-1
C -0.723 0.264 1.299
C -1.145 1.470 2.104
H -0.368 -0.579 1.887
H -1.544 -0.114 0.679
H 0.055 0.455 0.568
H -1.949 1.215 2.802
H -0.349 1.955 2.665
H -1.587 2.252 1.462
C 1.679 -1.018 -1.612
C 0.319 -0.973 -2.356
O 0.256 -0.264 -3.386
O -0.591 -1.631 -1.801
H 1.902 -2.049 -1.340
H 1.586 -0.394 -0.723
H 2.460 -0.589 -2.248



Entry 4:
15
Properties=species:S:1:pos:R:3 method="wB97M-V/def2-TZVPD" e_tot_ev=-8389.3736 charge=-1
C -1.969 0.580 -0.703
C -3.315 0.271 -0.126
H -1.952 0.213 -1.694
H -1.837 1.756 -0.755
H -1.129 0.146 -0.053
H -3.180 -0.396 0.775
H -4.009 -0.226 -0.871
H -3.801 1.237 0.103
C 1.743 0.095 -1.009
C 1.466 -0.339 0.531
O 2.478 0.077 1.124
O 0.401 -0.955 0.663
H 0.794 0.420 -1.418
H 2.100 -0.704 -1.605
H 2.429 0.936 -0.942



Entry 5:
15
Properties=species:S:1:pos:R:3 method="wB97M-V/def2-TZVPD" e_tot_ev=-8388.5725 charge=-1
C 0.822 1.309 -0.453
C -0.719 1.060 -0.665
O -1.619 1.897 -0.218
O -0.982 -0.009 -1.175
H 1.091 0.915 0.521
H 0.975 2.426 -0.456
H 1.149 1.152 -1.619
C 1.449 -1.915 1.660
C 0.427 -1.857 0.493
H 1.137 -2.782 2.350
H 2.541 -2.020 1.145
H 1.410 -1.059 2.276
H 1.018 -1.418 -0.410
H -0.022 -2.778 0.343
H -0.360 -1.115 0.783



Entry 6:
15
Properties=species:S:1:pos:R:3 method="wB97M-V/def2-TZVPD" e_tot_ev=-8380.4120 charge=+1
C -0.719 -0.109 0.114
C -2.223 -0.286 0.046
C 0.973 1.687 0.031
C 1.428 -1.437 -0.098
O -0.349 1.100 0.066
O -0.087 -1.217 0.026
H -2.656 0.442 -0.638
H -2.630 -1.279 -0.351
H -2.643 -0.061 1.087
H 0.993 2.372 -0.819
H 1.714 0.910 -0.084
H 1.094 2.207 0.967
H 1.788 -0.728 0.643
H 1.458 -2.452 0.119
H 1.858 -1.149 -1.109



| no. | HOMO-LUMO gap (eV) | E_HOMO (hartree) |
| --- | --- | --- |
| 1 | 7.47 | -0.1116 |
| 2 | 6.94 | -0.1145 |
| 3 | 7.48 | -0.1392 |
| 4 | 7.36 | -0.1235 |
| 5 | 7.46 | -0.1307 |
| 6 | 13.22 | -0.6291 |